78
Properties=species:S:1:pos:R:3:forces:R:3 method="wB97M-V/def2-TZVPD" charge=+2 e_tot_ha=-1994.7010 e_above_lowest_kcal_mol=0.00 orbital_gap_ev="6.6 / 1.6" multiplicity=4 largest_force_ev_per_a=4.16 homo_energy_ev="-12.65 / -12.41"
Tc 0.051 -0.341 1.611 0.19 1.52 3.87
C -0.862 -2.099 2.613 0.97 -0.78 0.81
C 0.459 -2.396 2.088 -0.10 -0.30 1.08
C 0.690 -0.997 3.939 0.40 0.08 -1.35
C -0.694 -1.264 3.771 -0.29 -0.11 -1.33
C 1.410 -1.635 2.878 -0.85 -1.03 0.48
C -2.130 -2.766 2.205 -0.49 -0.03 0.05
H -2.071 -3.168 1.192 -0.01 0.02 0.09
H -2.958 -2.050 2.248 0.01 -0.21 -0.05
H -2.383 -3.601 2.879 0.15 0.26 -0.19
C -1.772 -0.819 4.680 -0.48 0.26 0.20
H -2.755 -0.961 4.222 0.11 0.03 0.11
H -1.678 0.236 4.948 0.04 -0.09 -0.04
H -1.761 -1.394 5.614 0.06 0.01 -0.15
C 1.295 -0.238 5.056 0.01 0.47 0.35
H 1.395 -0.874 5.947 -0.04 0.03 -0.22
H 0.685 0.626 5.345 0.08 -0.16 -0.09
H 2.290 0.125 4.799 0.00 -0.01 0.04
C 2.892 -1.724 2.775 0.46 0.17 0.11
H 3.306 -2.408 3.534 -0.19 0.19 -0.23
H 3.343 -0.739 2.945 0.06 -0.20 -0.04
H 3.214 -2.087 1.796 -0.03 0.03 0.09
C 0.795 -3.478 1.124 0.15 -0.33 -0.19
H 0.977 -4.431 1.647 -0.06 0.27 -0.10
H 1.706 -3.246 0.562 -0.16 -0.14 0.08
H -0.024 -3.653 0.420 0.15 -0.04 0.07
C -1.613 0.918 -4.403 0.59 3.58 -0.49
C -1.678 -0.413 -4.483 -0.68 -3.73 -1.21
C -0.952 -1.278 -5.472 0.64 0.31 0.24
C 0.471 -0.815 -5.835 0.12 -0.51 -0.24
C 1.290 -0.358 -4.658 -0.03 -0.58 -0.45
C 1.345 0.892 -4.179 0.47 0.74 -0.37
C 0.627 2.081 -4.754 -0.07 0.19 0.01
C -0.786 1.798 -5.299 -0.66 0.57 0.11
H -1.528 -1.367 -6.414 -0.31 0.01 0.43
H 0.436 -0.058 -6.631 0.11 -0.09 0.22
H -0.897 -2.303 -5.077 -0.14 0.18 -0.03
H -0.730 1.402 -6.323 -0.04 -0.15 0.30
H -2.317 1.478 -3.785 0.14 -0.41 0.20
H -2.491 -0.950 -3.967 0.33 0.49 -0.09
H -1.307 2.766 -5.397 0.19 -0.40 0.10
H 0.550 2.856 -3.978 -0.07 -0.19 -0.17
H 2.112 1.166 -3.445 -0.25 -0.32 -0.13
H 1.215 2.541 -5.569 0.02 -0.19 0.38
H 0.991 -1.676 -6.288 -0.26 0.34 0.14
H 1.986 -1.121 -4.306 -0.13 0.31 0.31
P -1.209 -0.232 -0.287 0.24 0.93 -0.12
C -2.699 0.737 -0.474 -0.86 -0.02 -0.18
C -1.365 -1.688 -1.329 -0.34 -0.36 -0.11
P 1.595 0.337 0.042 -0.48 0.68 -0.39
C 0.153 0.765 -1.072 0.03 -0.16 -0.13
C 2.521 -0.898 -0.904 0.36 -0.03 0.05
C 2.618 1.810 0.115 0.62 0.36 -0.09
H -2.645 1.644 0.157 0.07 -0.45 -0.39
H -3.555 0.120 -0.130 0.34 0.44 -0.27
H -2.820 1.000 -1.536 -0.28 0.06 0.33
H -1.412 -1.358 -2.367 -0.02 -0.25 0.06
H -2.296 -2.207 -1.054 0.28 0.03 -0.20
H -0.520 -2.376 -1.199 -0.23 0.28 -0.03
H 2.892 2.111 -0.909 0.08 0.07 0.39
H 3.535 1.573 0.689 -0.37 0.19 -0.31
H 2.083 2.626 0.635 0.18 -0.45 -0.31
H -0.072 1.839 -0.988 0.05 -0.29 -0.01
H 0.333 0.468 -2.111 -0.10 0.21 0.17
H 3.503 -1.024 -0.421 -0.26 -0.06 -0.31
H 2.645 -0.544 -1.932 0.21 -0.13 0.12
H 2.003 -1.865 -0.906 0.11 0.32 -0.02
F -1.157 5.454 4.150 0.27 -1.32 -0.59
C -0.895 4.203 3.635 0.10 0.74 0.26
C 0.429 3.788 3.516 -0.17 0.07 0.10
C 0.678 2.514 3.000 0.16 0.28 -0.15
C -0.351 1.683 2.560 -0.14 -1.54 -0.67
C -1.673 2.117 2.747 0.56 0.61 -0.05
C -1.954 3.393 3.254 -0.11 -0.21 0.00
H 1.241 4.452 3.813 -0.26 -0.16 0.02
H 1.712 2.170 2.917 -0.20 0.18 0.08
H -2.486 1.464 2.467 -0.22 -0.03 0.03
H -2.979 3.748 3.349 0.25 -0.04 0.08



56
Properties=species:S:1:pos:R:3:forces:R:3 method="wB97M-V/def2-TZVPD" charge=+3 e_tot_ha=-1548.7943 e_above_lowest_kcal_mol=16.40 orbital_gap_ev="5.6 / 5.5" largest_force_ev_per_a=0.73 homo_energy_ev="-18.07 / -18.06"
Os -0.143 -0.020 0.226 -0.14 0.39 -0.44
C -1.515 2.123 -2.172 0.02 0.10 0.01
C -0.984 1.937 -0.781 0.17 -0.05 0.04
C -1.832 1.822 0.355 -0.04 0.00 0.07
C -3.307 2.095 0.279 -0.01 -0.04 0.05
C -1.265 1.464 1.618 0.10 -0.21 -0.22
C -2.146 1.115 2.777 0.02 -0.05 0.05
C 0.154 1.619 1.826 0.18 -0.09 -0.02
C 0.746 1.385 3.181 0.00 0.07 0.03
C 0.977 2.031 0.760 0.03 0.18 0.02
C 2.406 2.411 1.024 -0.02 0.10 0.01
C 0.447 2.026 -0.575 -0.17 -0.11 0.02
C 1.343 2.344 -1.735 -0.01 0.03 -0.02
H -1.356 3.160 -2.482 -0.02 -0.01 -0.02
H -2.573 1.908 -2.260 0.02 0.06 -0.01
H -0.989 1.489 -2.883 0.01 0.00 0.01
H -3.932 1.251 0.579 0.01 -0.01 -0.01
H -3.623 2.453 -0.695 -0.01 0.01 0.00
H -3.524 2.884 1.004 0.00 0.00 -0.01
H -2.217 1.983 3.440 -0.01 -0.01 0.01
H -1.734 0.294 3.360 0.01 -0.01 -0.03
H -3.150 0.838 2.474 0.00 0.01 -0.01
H 0.713 2.321 3.748 -0.01 -0.01 0.01
H 1.786 1.077 3.114 0.01 0.02 -0.01
H 0.203 0.636 3.744 -0.01 0.00 -0.01
H 3.068 1.547 1.087 0.00 -0.01 -0.02
H 2.470 2.941 1.973 0.00 -0.01 0.01
H 2.785 3.074 0.252 0.00 -0.01 -0.01
H 1.318 3.426 -1.897 0.01 -0.01 -0.01
H 1.019 1.870 -2.657 0.00 -0.01 0.00
H 2.375 2.067 -1.546 0.00 -0.02 0.00
F 0.098 -1.157 1.816 -0.01 -0.10 0.27
N -3.014 -0.607 -1.498 0.07 -0.13 0.07
C -2.261 -1.688 -1.293 -0.09 0.12 -0.32
C -2.631 -2.889 -1.955 -0.03 0.15 0.00
C -1.960 -4.037 -1.717 0.23 -0.10 0.16
C -0.884 -4.028 -0.779 -0.20 0.12 -0.15
C -0.534 -2.864 -0.201 -0.32 0.35 -0.13
N -1.147 -1.627 -0.495 0.08 -0.63 0.37
H -3.839 -0.698 -2.071 -0.03 0.03 -0.01
H -2.948 0.205 -0.914 -0.02 -0.07 0.00
H -3.485 -2.866 -2.619 -0.01 0.03 0.01
H -2.256 -4.955 -2.208 0.01 -0.02 0.02
H -0.366 -4.940 -0.522 0.03 0.01 0.02
H 0.238 -2.817 0.539 0.10 0.00 0.06
C 4.181 -2.076 -1.793 0.01 -0.02 0.02
N 3.811 -2.373 -0.398 0.08 -0.08 0.07
C 2.828 -1.838 0.282 -0.16 0.19 -0.12
N 2.581 -2.120 1.544 0.03 -0.03 0.02
S 1.889 -0.585 -0.592 0.13 -0.13 0.19
H 5.055 -2.673 -2.031 -0.01 0.00 0.00
H 4.441 -1.025 -1.904 -0.02 0.00 -0.01
H 3.374 -2.355 -2.468 0.00 0.03 -0.01
H 4.396 -3.045 0.086 -0.01 0.00 -0.01
H 3.163 -2.770 2.058 0.00 0.01 0.00
H 1.751 -1.743 1.995 0.00 -0.02 -0.03



110
Properties=species:S:1:pos:R:3:forces:R:3 method="wB97M-V/def2-TZVPD" e_tot_ha=-8247.3170 e_above_lowest_kcal_mol=19.59 orbital_gap_ev=7.4 largest_force_ev_per_a=0.86 homo_energy_ev=-7.45
Li 1.596 0.238 2.113 0.06 0.16 0.29
C 5.280 0.120 -0.072 -0.07 0.09 -0.01
C 5.086 1.317 -0.739 -0.07 0.00 0.15
C 4.211 2.242 -0.200 -0.04 0.04 0.24
C 3.551 1.931 0.987 0.70 -0.08 -0.50
N 3.734 0.773 1.620 -0.21 0.13 0.27
C 4.574 -0.102 1.101 0.26 -0.15 -0.17
C 2.570 2.834 1.606 -0.15 0.77 0.02
C 2.574 4.218 1.426 -0.01 -0.15 0.00
C 1.605 4.970 2.067 -0.02 -0.16 -0.02
C 0.681 4.335 2.879 -0.03 -0.25 0.02
C 0.762 2.949 3.028 0.23 0.75 -0.22
N 1.681 2.245 2.386 -0.08 -0.15 -0.12
C -0.061 2.170 3.966 -0.52 -0.10 0.50
C -1.194 2.675 4.605 0.20 -0.13 -0.06
C -1.859 1.875 5.519 0.18 -0.04 -0.05
C -1.359 0.610 5.782 -0.02 -0.02 -0.09
C -0.231 0.194 5.086 -0.25 -0.12 0.47
N 0.394 0.940 4.201 0.28 0.00 -0.24
H 5.951 -0.623 -0.468 0.08 -0.18 0.01
H 5.598 1.528 -1.667 0.00 -0.03 -0.05
H 4.011 3.164 -0.722 -0.06 0.11 0.00
H 4.679 -1.029 1.651 0.05 -0.13 -0.02
H 3.331 4.692 0.824 0.10 0.05 -0.10
H 1.582 6.044 1.953 0.00 0.05 -0.01
H -0.064 4.909 3.403 -0.10 0.05 0.09
H -1.572 3.659 4.378 0.02 0.09 -0.06
H -2.744 2.236 6.025 -0.01 0.00 -0.03
H -1.835 -0.044 6.496 0.00 -0.05 0.04
H 0.218 -0.772 5.279 -0.10 -0.13 0.01
Se 0.569 -1.286 -4.537 0.14 -0.25 -0.24
P -0.191 0.421 -3.593 -0.40 0.33 -0.23
C 0.443 2.007 -4.226 -0.03 -0.20 0.05
C 0.196 3.189 -3.533 0.03 -0.12 0.03
C 0.652 4.393 -4.036 -0.05 0.11 0.07
C 1.369 4.424 -5.222 0.06 0.03 -0.06
C 1.631 3.247 -5.902 0.03 0.12 -0.05
C 1.172 2.040 -5.405 -0.03 -0.14 -0.02
C -2.009 0.497 -3.794 0.30 -0.04 -0.02
C -2.680 -0.719 -3.699 0.08 -0.13 0.00
C -4.042 -0.791 -3.914 -0.08 -0.02 0.02
C -4.740 0.353 -4.263 -0.03 0.03 -0.03
C -4.073 1.559 -4.398 -0.08 0.05 -0.16
C -2.710 1.639 -4.160 0.13 0.00 -0.01
C 0.264 0.452 -1.863 -0.18 -0.06 0.36
C -0.281 0.328 -0.575 -0.20 0.11 -0.60
N 0.759 0.229 0.266 -0.40 -0.07 0.36
N 1.858 0.282 -0.450 0.60 0.02 0.02
N 1.596 0.419 -1.717 0.27 0.08 -0.30
P -1.964 0.341 -0.008 -0.42 0.04 0.16
Se -2.288 0.518 2.063 0.04 0.06 0.17
C -2.695 -1.226 -0.560 0.25 0.19 0.09
C -1.862 -2.223 -1.058 0.04 0.12 0.00
C -2.358 -3.497 -1.263 -0.04 -0.11 0.02
C -3.680 -3.780 -0.962 0.06 -0.12 -0.06
C -4.511 -2.790 -0.462 -0.15 0.06 0.00
C -4.019 -1.516 -0.247 0.00 0.07 -0.06
C -2.675 1.834 -0.770 0.02 -0.21 0.08
C -1.897 2.984 -0.661 0.10 -0.06 0.03
C -2.407 4.209 -1.045 0.07 -0.03 0.03
C -3.709 4.298 -1.511 -0.08 0.06 0.01
C -4.493 3.161 -1.592 -0.11 -0.01 0.07
C -3.982 1.928 -1.225 0.14 -0.14 0.15
H -0.347 3.162 -2.599 -0.03 0.00 0.01
H 0.447 5.309 -3.501 0.01 0.07 0.05
H 1.735 5.365 -5.610 -0.01 0.06 -0.02
H 2.194 3.269 -6.823 0.07 -0.01 -0.07
H 1.393 1.113 -5.917 -0.04 -0.08 -0.03
H -2.115 -1.616 -3.487 -0.05 0.03 -0.07
H -4.551 -1.740 -3.833 -0.02 -0.06 0.03
H -5.803 0.298 -4.446 -0.12 0.02 -0.05
H -4.622 2.440 -4.702 0.02 0.08 0.02
H -2.200 2.587 -4.272 -0.01 0.02 0.01
H -0.824 -2.009 -1.285 0.02 -0.03 -0.02
H -1.706 -4.266 -1.649 0.08 -0.09 -0.02
H -4.060 -4.782 -1.098 -0.05 -0.08 -0.05
H -5.539 -3.020 -0.220 -0.05 0.01 0.02
H -4.643 -0.750 0.195 -0.05 -0.03 0.06
H -0.892 2.914 -0.254 -0.02 0.02 -0.05
H -1.793 5.094 -0.971 0.06 0.11 0.03
H -4.115 5.260 -1.784 -0.06 0.09 -0.08
H -5.515 3.230 -1.933 -0.11 0.02 -0.08
H -4.598 1.042 -1.290 -0.04 -0.03 -0.07
C -0.245 -2.565 2.324 0.03 0.13 0.12
P 1.573 -2.367 2.125 -0.28 -0.57 0.00
C 2.149 -3.481 3.457 0.14 0.18 -0.02
C 1.524 -3.500 4.699 -0.02 0.06 -0.10
C 1.971 -4.341 5.702 0.02 -0.08 0.16
C 3.052 -5.175 5.477 0.01 -0.05 0.05
C 3.700 -5.142 4.253 0.13 -0.07 0.02
C 3.263 -4.290 3.256 -0.01 0.08 0.01
C 1.724 -3.486 0.682 0.12 0.15 -0.02
C 2.080 -2.946 -0.548 0.07 0.09 0.18
C 2.033 -3.720 -1.695 -0.01 -0.10 -0.22
C 1.648 -5.047 -1.618 0.01 0.06 -0.11
C 1.331 -5.604 -0.389 -0.10 -0.16 0.06
C 1.357 -4.829 0.755 0.01 0.03 0.00
H -0.708 -2.341 1.364 -0.03 0.06 0.04
H -0.629 -1.847 3.044 -0.15 0.00 0.06
H -0.506 -3.582 2.617 0.02 0.00 0.00
H 0.677 -2.856 4.881 -0.15 -0.01 0.02
H 1.471 -4.356 6.660 -0.05 0.02 0.06
H 3.389 -5.848 6.251 0.04 -0.04 0.07
H 4.546 -5.789 4.073 0.10 -0.04 -0.01
H 3.772 -4.260 2.304 0.05 -0.09 -0.08
H 2.382 -1.911 -0.607 0.02 0.08 -0.05
H 2.279 -3.279 -2.650 0.01 0.08 -0.08
H 1.587 -5.642 -2.516 0.05 -0.09 -0.08
H 1.049 -6.646 -0.326 -0.03 -0.06 0.02
H 1.096 -5.273 1.706 -0.03 -0.01 0.06



94
Properties=species:S:1:pos:R:3:forces:R:3 method="wB97M-V/def2-TZVPD" charge=+1 e_tot_ha=-6046.2084 e_above_lowest_kcal_mol=6.16 orbital_gap_ev="8.8 / 8.5" multiplicity=3 largest_force_ev_per_a=0.87 homo_energy_ev="-11.20 / -11.19"
Ni 0.062 -1.304 -0.389 -0.49 -0.70 -0.13
C 1.371 -3.251 1.617 0.03 -0.08 -0.04
N 2.558 -3.445 0.799 -0.04 -0.06 0.12
C 3.152 -4.775 0.892 -0.03 0.10 0.06
C 2.868 -2.592 -0.205 -0.10 -0.24 0.04
N 1.962 -1.800 -0.711 0.18 0.60 -0.27
N 4.157 -2.624 -0.668 -0.07 0.04 0.00
C 5.271 -2.657 0.278 -0.04 -0.04 -0.04
C 4.464 -1.969 -1.928 0.03 0.01 0.02
H 1.597 -3.555 2.639 -0.02 -0.03 0.00
H 0.523 -3.833 1.251 0.01 0.02 0.00
H 1.086 -2.200 1.654 0.07 0.05 0.04
H 2.360 -5.524 0.821 0.00 -0.01 -0.01
H 3.668 -4.912 1.844 0.00 0.00 0.01
H 3.853 -4.935 0.080 0.00 0.02 -0.01
H 2.397 -1.039 -1.222 0.06 -0.08 -0.06
H 4.923 -2.934 1.268 -0.01 0.00 -0.01
H 5.733 -1.667 0.343 0.00 0.01 0.00
H 6.029 -3.372 -0.043 0.00 -0.01 -0.02
H 4.586 -0.884 -1.814 -0.01 -0.01 -0.01
H 3.685 -2.169 -2.660 -0.02 -0.01 0.02
H 5.399 -2.371 -2.312 0.02 0.00 0.03
C -4.875 -0.614 2.305 0.07 0.03 -0.09
N -3.920 -0.540 1.197 -0.09 0.05 -0.06
C -4.309 -0.036 -0.004 -0.05 0.00 0.13
C -3.492 0.047 -1.078 0.06 0.00 -0.02
C -2.162 -0.436 -0.877 0.08 0.00 -0.08
O -1.227 -0.447 -1.746 -0.06 0.03 -0.04
N -1.797 -0.940 0.309 0.02 0.07 0.10
C -2.614 -1.028 1.398 0.04 -0.05 -0.06
O -2.269 -1.487 2.468 0.03 -0.01 0.00
H -5.390 0.339 2.407 0.00 0.01 -0.01
H -4.320 -0.830 3.210 0.02 0.00 0.02
H -5.602 -1.406 2.133 0.00 -0.02 -0.01
H -5.334 0.311 -0.044 0.01 -0.02 0.01
H -3.809 0.463 -2.021 0.00 -0.02 0.04
C 2.519 5.244 0.876 0.13 0.00 0.01
C 2.523 3.722 0.616 0.05 0.11 0.06
C 3.464 3.419 -0.559 0.07 0.05 0.01
C 3.145 3.030 1.843 0.02 0.03 0.01
Si 0.735 3.179 0.249 -0.06 -0.32 0.12
Br 0.918 0.867 0.556 0.38 0.34 0.31
C -0.547 3.635 1.579 -0.08 0.15 -0.03
C -0.983 5.099 1.360 -0.07 0.00 0.11
C 0.045 3.519 2.991 -0.04 0.05 0.06
C -1.801 2.740 1.550 0.00 0.07 0.09
C 0.182 3.406 -1.551 0.00 0.09 -0.06
C 0.909 2.450 -2.511 0.00 0.08 -0.11
C 0.465 4.863 -1.973 -0.08 -0.03 -0.12
C -1.319 3.143 -1.731 -0.02 -0.01 -0.05
H 3.556 5.586 0.963 -0.04 0.00 0.00
H 2.016 5.497 1.810 0.02 -0.02 -0.02
H 2.054 5.821 0.074 0.01 -0.04 0.00
H 4.483 3.688 -0.261 -0.03 -0.01 -0.03
H 3.231 3.988 -1.458 -0.02 0.01 0.01
H 3.466 2.357 -0.815 0.00 0.01 0.04
H 4.117 3.496 2.035 -0.02 -0.02 0.00
H 3.317 1.969 1.665 -0.01 0.01 -0.02
H 2.553 3.126 2.750 0.02 0.01 -0.03
H -0.150 5.803 1.423 -0.02 -0.04 0.00
H -1.697 5.373 2.145 0.02 0.01 -0.03
H -1.482 5.254 0.403 -0.01 -0.04 -0.01
H 0.858 4.225 3.163 -0.03 -0.02 0.00
H 0.404 2.511 3.211 -0.02 0.01 -0.02
H -0.743 3.753 3.714 0.04 -0.01 -0.01
H -2.390 2.855 0.644 0.00 0.00 -0.08
H -2.439 3.030 2.393 0.02 -0.01 -0.06
H -1.561 1.683 1.673 0.05 0.01 0.01
H 1.991 2.551 -2.484 -0.01 -0.01 0.01
H 0.585 2.682 -3.532 0.01 -0.03 0.04
H 0.647 1.410 -2.313 -0.04 0.01 0.00
H 1.530 5.085 -2.035 0.01 -0.02 0.00
H 0.005 5.599 -1.308 0.00 -0.06 -0.01
H 0.041 5.020 -2.970 0.04 0.02 0.03
H -1.594 2.131 -1.436 0.02 0.00 -0.01
H -1.557 3.252 -2.795 -0.01 -0.03 0.03
H -1.946 3.847 -1.188 0.01 0.06 0.03
C -1.595 -3.265 -3.045 -0.19 0.02 0.02
C -1.567 -3.633 -1.592 0.05 0.04 -0.07
O -0.678 -3.211 -0.858 0.08 -0.17 0.17
C -2.616 -4.515 -1.030 0.03 0.06 -0.15
C -3.827 -4.690 -1.699 -0.04 -0.08 0.00
C -4.818 -5.482 -1.140 0.04 0.02 -0.01
C -4.593 -6.117 0.074 0.01 0.00 0.00
C -3.383 -5.952 0.740 0.00 0.03 -0.03
C -2.401 -5.144 0.194 -0.04 0.02 0.12
H -0.669 -2.771 -3.321 0.04 -0.01 0.02
H -2.416 -2.569 -3.232 0.02 -0.03 0.01
H -1.765 -4.154 -3.653 0.03 0.04 -0.02
H -4.005 -4.202 -2.648 0.01 -0.01 0.01
H -5.762 -5.608 -1.653 0.02 0.00 0.01
H -5.363 -6.744 0.504 0.01 0.01 0.00
H -3.212 -6.447 1.687 0.00 0.00 -0.02
H -1.463 -4.990 0.711 -0.03 0.00 -0.02